Formula: C10H15NO
Source: OMol25
Level of theory: ωB97M-V/def2-TZVPD

For the LUMO energy, the calculation gives 0.84 eV. As for the SMILES: Cc1ccccc1.CCC(N)=O. The calculation puts the frontier orbital gap at 0.364 hartree. The calculation puts the HOMO energy at -9.07 eV.

Each line ends with the Löwdin charge.
Cartesian coordinates (Å):
C 0.9539 -1.8331 0.4992  -0.198
C 1.9708 -0.8729 -0.1134  -0.125
C 0.4107 -2.6978 -0.6329  -0.512
O 0.9212 -2.6947 -1.7707  0.010
N -0.6116 -3.6108 -0.3782  0.140
H 1.4381 -2.3737 1.3433  0.122
H 0.1479 -1.2389 1.0459  0.109
H 2.9745 -1.4743 -0.1831  0.112
H 2.0116 -0.0654 0.6432  0.070
H -0.8960 -4.0847 -1.2078  0.086
H -1.3712 -3.4071 0.2713  0.098
H 1.6260 -0.5245 -1.1422  0.078
C 0.7440 3.4112 0.2968  -0.061
C -1.0147 0.3164 -1.1419  -0.133
C -1.8616 -0.0412 -0.1179  -0.106
C -0.2171 1.4101 -1.0245  -0.090
C -0.2121 2.2286 0.0940  -0.286
C -1.8966 0.8108 1.0579  -0.098
C -1.0759 1.9289 1.1681  -0.076
H -1.0252 -0.3832 -1.9761  0.117
H -2.6295 -0.8442 -0.1022  0.108
H 0.3059 1.7148 -1.9488  0.130
H -2.5351 0.5198 1.9258  0.104
H 1.5394 3.0456 0.9612  0.074
H 0.2186 4.2335 0.8862  0.088
H -1.0814 2.6266 2.1601  0.159
H 1.1654 3.9002 -0.6130  0.082

Atoms 1-2, force components in eV/Å:
-0.8 0.7 0.5
1.0 -0.6 -0.1

=====

Formula: C10H15NO2
Source: OMol25
Level of theory: ωB97M-V/def2-TZVPD

For the LUMO energy, the calculation gives 0.39 eV. As for the SMILES: C=C(C)\C=C/C(C)=C\C(C)=[N+](\[O-])O. The calculation puts the frontier orbital gap at 0.307 hartree. The calculation puts the HOMO energy at -7.96 eV.

Each line ends with the Löwdin charge.
Cartesian coordinates (Å):
C 0.9210 -0.1745 1.3298  -0.084
C 1.7859 0.6030 0.7615  -0.122
C -1.2995 -1.0166 0.1981  -0.029
C -0.0282 -1.1455 0.6434  -0.271
C 1.9427 0.8092 -0.6440  -0.336
C -2.2155 0.0505 0.4862  -0.232
C 0.7309 -2.2953 0.0791  -0.069
C 0.9736 0.8454 -1.5397  0.090
C 3.4576 1.0128 -0.9840  -0.018
C -2.1754 0.8674 1.7427  0.015
N -3.2309 0.3092 -0.3173  -0.226
O -3.1968 -0.4303 -1.6268  -0.008
O -4.0862 1.2345 -0.2600  -0.043
H 0.9085 -0.4711 2.4596  0.152
H 2.3908 1.0906 1.5411  0.126
H -1.8056 -1.6881 -0.5596  0.134
H 0.1567 -2.8381 -0.8042  0.122
H 0.7532 -3.1612 0.7581  0.081
H 1.7102 -1.9210 -0.2403  0.076
H -0.0087 0.9749 -1.1543  0.067
H 1.3248 1.0799 -2.5108  0.064
H -3.5591 0.1521 -2.3301  0.113
H 3.8662 0.0674 -1.1199  0.057
H 3.9969 1.4923 -0.1919  0.073
H 3.4366 1.5291 -1.8806  0.048
H -3.0337 0.5229 2.3202  0.103
H -2.3826 1.9174 1.6071  0.092
H -1.3333 0.5829 2.2363  0.028

Atoms 1-2, force components in eV/Å:
-3.4 -3.7 3.1
0.4 1.2 1.8

=====

Formula: C10H15NO2
Source: OMol25
Level of theory: ωB97M-V/def2-TZVPD

For the LUMO energy, the calculation gives 0.58 eV. As for the SMILES: Cc1ccc(O)cc1.CCC(N)=O. The calculation puts the frontier orbital gap at 0.313 hartree. The calculation puts the HOMO energy at -7.95 eV.

Each line ends with the Löwdin charge.
Cartesian coordinates (Å):
C 1.9239 -1.7843 -0.7540  -0.184
C 2.2332 -2.4139 -2.1185  -0.095
C 2.5554 -0.4159 -0.6548  -0.505
O 2.0599 0.6086 -1.0925  0.064
N 3.9034 -0.5299 -0.1893  0.140
H 0.9162 -1.5188 -0.6987  0.065
H 2.1258 -2.5185 0.0045  0.107
H 1.6946 -2.0819 -3.0166  0.072
H 4.5580 0.2241 0.2113  0.145
H 4.2831 -1.3556 -0.0149  0.010
H 2.1064 -3.4994 -2.1127  0.067
H 3.2281 -2.0153 -2.5582  0.106
C -1.1733 3.3656 1.4501  -0.076
C -1.0109 -0.4560 1.1349  -0.084
C -2.0661 -0.6622 0.3214  -0.353
C -0.7204 0.8508 1.5682  -0.027
C -1.4961 1.9451 0.9752  -0.246
C -2.9199 0.4225 -0.1061  -0.023
C -2.6400 1.7118 0.1984  -0.077
O -2.3647 -1.8912 -0.1918  -0.022
H -0.2041 -1.1511 1.5233  0.130
H 0.1059 1.0571 2.3170  0.127
H -3.8144 0.2664 -0.7441  0.124
H -1.5613 -2.6119 0.0166  0.198
H -0.9110 3.3321 2.5060  0.064
H -2.0119 4.0514 1.2559  0.071
H -3.2399 2.5419 -0.2363  0.127
H -0.2764 3.8689 1.0581  0.074

Atoms 1-2, force components in eV/Å:
0.1 0.3 -1.4
1.5 0.9 -2.0

=====

Formula: C10H15NO2
Source: OMol25
Level of theory: ωB97M-V/def2-TZVPD

For the LUMO energy (spin up / spin down), the calculation gives -4.05 / -7.65 eV. The spin multiplicity is 2. The calculation puts the frontier orbital gap (spin up / spin down) at 0.317 / 0.185 hartree. The calculation puts the HOMO energy (spin up / spin down) at -12.68 / -12.68 eV. As for the expectation value of S²: 0.77. Its net charge is +1.

Each line ends with the Löwdin charge.
Cartesian coordinates (Å):
C 1.9350 -0.9015 1.7320  -0.170
C 2.4646 -2.3318 1.7841  -0.102
C 2.3169 -0.2132 0.4320  -0.544
O 2.8832 -0.7858 -0.4704  0.071
N 1.8744 1.0829 0.2595  0.146
H 0.8526 -0.9794 1.8227  0.107
H 2.3804 -0.3293 2.5516  0.120
H 3.5360 -2.5315 1.7094  0.089
H 2.1292 -2.8432 0.8919  0.064
H 1.5470 1.3284 -0.6556  0.073
H 1.4716 1.5496 1.0573  0.093
H 2.0219 -2.8907 2.5996  0.074
C -0.9974 -1.4211 -2.1223  0.012
C -2.6130 0.8249 0.4459  0.070
C -1.9992 2.0887 0.1244  -0.237
C -2.3009 -0.2944 -0.2615  0.021
C -1.3906 -0.2093 -1.3408  -0.172
C -1.1831 2.1760 -1.0182  0.025
C -0.8735 1.0581 -1.7349  0.010
O -2.2507 3.0314 0.9933  0.198
H -3.3940 0.7484 1.1869  0.143
H -2.8933 -1.1824 -0.0686  0.140
H -0.7733 3.1292 -1.3126  0.139
H -1.7816 3.8698 0.8586  0.164
H -1.0308 -1.1665 -3.1719  0.102
H -1.6754 -2.2448 -1.8906  0.099
H -0.2553 1.1670 -2.6239  0.148
H -0.0007 -1.7295 -1.7780  0.117

Atoms 1-2, force components in eV/Å:
1.5 -0.4 0.2
-0.2 -0.7 -0.8

=====

Formula: C10H15O4S
Source: OMol25
Level of theory: ωB97M-V/def2-TZVPD

For the LUMO energy, the calculation gives 3.24 eV. As for the SMILES: CC[C@H](CC(=O)C=C=O)C(C)=[S@](C)(=O)[O-]. The calculation puts the frontier orbital gap at 0.250 hartree. The calculation puts the HOMO energy at -3.57 eV. Its net charge is -1.

Each line ends with the Löwdin charge.
Cartesian coordinates (Å):
C 1.9508 -2.2241 1.4803  -0.047
C 2.6390 -1.1391 1.6315  -0.230
C 0.9644 -2.6447 0.4925  -0.487
C 0.7155 -1.7178 -0.6487  -0.106
C 0.0508 -0.4470 -0.1755  -0.396
C 1.1153 0.4845 0.4222  -0.390
C 0.4813 1.6509 1.2077  -0.154
C -2.3263 -1.6041 0.2798  -0.087
C 1.0930 2.3327 -2.0828  -0.128
C -1.1450 -0.6395 0.7380  -0.243
O 3.4993 -0.4084 1.9002  0.145
O 0.5525 -3.7698 0.6041  0.034
O 2.7592 0.1872 -1.8360  -0.405
O 3.0662 2.0408 -0.2145  -0.371
S 2.1426 1.1773 -0.8928  0.651
H 1.9508 -3.0586 2.2493  0.142
H 1.7803 -1.4161 -1.0980  0.141
H 0.2137 -2.3156 -1.3628  0.101
H -0.4013 0.1937 -0.9898  0.137
H 0.1142 1.5885 2.2134  0.047
H -0.5281 1.9876 0.8417  0.059
H 1.2529 2.4771 1.2354  0.078
H -2.3583 -1.4558 -0.7905  0.051
H -3.2737 -1.1800 0.6941  0.067
H -1.9816 -2.6504 0.5271  0.076
H 2.0169 2.8247 -2.3650  0.017
H 0.6798 2.0058 -3.0061  0.016
H 0.3879 2.9450 -1.4421  0.057
H -0.7838 -0.9010 1.7945  0.134
H -1.6611 0.3548 0.8660  0.092

Atoms 1-2, force components in eV/Å:
-2.1 -3.5 1.3
1.1 2.5 -0.5

=====

Formula: C10H16
Source: OMol25
Level of theory: ωB97M-V/def2-TZVPD

For the LUMO energy (spin up / spin down), the calculation gives 3.67 / 3.63 eV. The spin multiplicity is 2. The calculation puts the frontier orbital gap (spin up / spin down) at 0.104 / 0.257 hartree. The calculation puts the HOMO energy (spin up / spin down) at 0.84 / -3.36 eV. As for the expectation value of S²: 0.76. Its net charge is -1.

Each line ends with the Löwdin charge.
Cartesian coordinates (Å):
C 0.1161 0.6979 -2.1192  -0.082
C -1.6951 1.1874 -0.5908  -0.191
C -0.4047 1.4932 -0.8709  -0.370
C -2.3367 1.8610 0.4513  -0.214
C -1.5217 2.4225 1.5026  -0.203
C 0.3960 2.2504 -0.0230  -0.142
C -0.1866 2.6308 1.2644  -0.192
H -2.4443 0.5512 -1.1882  0.110
H -3.3791 1.7878 0.5298  0.024
H -0.4252 0.8063 -3.0066  0.029
H 0.2893 -0.3382 -1.7827  0.020
H -2.0588 2.5980 2.4671  0.076
H 1.4054 2.3616 -0.2960  0.033
H 0.3751 3.1237 2.0692  0.061
H 1.2090 0.9437 -2.4230  0.082
C 0.8223 -2.0949 -0.0725  -0.282
C 2.3450 -2.0243 0.2176  -0.080
C -0.2822 -2.5145 0.9342  -0.089
H 0.6828 -2.6998 -0.8827  0.050
H 0.5527 -1.1463 -0.5558  0.048
H 2.5325 -1.9487 1.1728  -0.009
H 2.7637 -3.0324 -0.1946  0.098
H 0.0200 -3.1331 1.7146  0.024
H 2.8485 -1.2143 -0.2783  0.058
H -1.0434 -2.9453 0.3672  0.039
H -0.5805 -1.6239 1.5935  0.102

Atoms 1-2, force components in eV/Å:
3.8 0.6 2.1
-2.3 -0.4 -0.9

=====

Across the entries above, total energy takes the values -14150.441, -16191.981, -16196.731, -16190.539, -29635.971, -10626.144 eV, respectively.
Across the entries above, relative energy (zero: lowest compared OMol25 entry of this formula, charge and spin) takes the values 1.138, 7.112, 2.361, 0.451, 3.463, 2.167 eV, respectively.